The following is a DFT calculation (ωB97M-V/def2-TZVPD) of a cluster of 3 separate species, C30H54ClN3O7 in total in a non-equilibrium geometry.

Calculated total energy: -2326.510431 Eh
HOMO: -8.83 eV
Structure (SMILES): COCCCCCCCC[C@@H]1NC(=O)[C@@H](CCN)[C@]1(CC(=O)Cl)c1cccnc1.COCCOC.COCCOC
Gap between HOMO and LUMO: 9.1 eV
Max |F|: 2.8 eV/A

```
95
Properties=species:S:1:pos:R:3:forces:R:3
C 2.318 -6.171 -0.485 0.5 -0.2 -0.2
O 0.953 -6.023 -0.209 -0.1 -0.1 0.1
C 0.687 -5.950 1.176 -0.1 0.1 0.1
C -0.779 -5.593 1.412 0.5 0.2 0.5
C -0.902 -4.720 2.685 0.3 0.3 -1.1
C -0.457 -3.279 2.357 -0.2 0.3 0.3
C -1.133 -2.189 3.218 -0.2 -0.5 -0.2
C -1.449 -0.906 2.448 0.7 0.2 0.3
C -0.258 -0.331 1.655 -0.7 0.1 0.3
C -0.751 0.625 0.566 0.5 0.8 0.1
C 0.443 1.214 -0.228 0.6 -1.5 1.7
N 0.624 2.656 0.030 -0.8 -0.2 -2.7
C 1.230 3.161 -1.185 -0.3 0.1 0.7
O 1.318 4.345 -1.400 0.0 -0.8 0.1
C 1.665 1.997 -2.118 0.0 1.1 1.4
C 3.172 1.848 -1.796 -0.4 -0.5 -0.5
C 4.031 3.030 -2.228 0.6 -0.1 -0.2
N 4.192 3.157 -3.688 0.0 0.1 0.6
C 0.706 0.792 -1.696 0.7 1.7 -0.9
C 1.464 -0.538 -1.771 -1.2 -0.1 -0.4
C 0.760 -1.811 -1.283 1.5 -1.3 0.8
O 1.417 -2.694 -0.794 -1.0 1.0 -0.5
Cl -0.998 -2.079 -1.443 0.4 0.2 -0.1
C -0.441 0.952 -2.694 -0.1 0.1 1.3
C -1.307 2.033 -2.608 0.7 -0.6 0.1
C -2.276 2.095 -3.563 -1.5 1.9 0.2
C -2.439 1.152 -4.536 0.0 -0.5 -0.4
N -1.620 0.115 -4.630 -0.2 0.1 -0.4
C -0.663 0.075 -3.727 1.1 -1.2 -0.1
H 2.538 -5.764 -1.473 -0.2 0.0 0.0
H 2.952 -5.638 0.235 -0.1 0.0 0.0
H 2.633 -7.223 -0.496 -0.1 0.0 0.2
H 0.916 -6.891 1.700 0.1 0.0 -0.2
H 1.348 -5.182 1.602 -0.1 0.0 0.1
H -1.382 -6.498 1.493 0.0 0.0 -0.1
H -1.109 -5.000 0.558 -0.2 -0.2 -0.1
H -1.933 -4.732 3.037 0.1 0.0 0.2
H -0.214 -5.093 3.448 -0.4 -0.2 0.3
H 0.629 -3.224 2.474 0.0 0.1 -0.1
H -0.641 -3.025 1.308 -0.2 -0.3 0.0
H -2.085 -2.588 3.579 0.1 0.0 0.1
H -0.524 -2.009 4.108 -0.1 0.2 0.0
H -2.311 -1.038 1.787 0.1 -0.2 0.0
H -1.733 -0.141 3.179 -0.2 0.0 -0.1
H 0.341 0.245 2.369 0.2 0.0 -0.2
H 0.403 -1.106 1.264 -0.2 -0.1 -0.1
H -1.533 0.200 -0.059 0.2 -0.1 -0.1
H -1.207 1.469 1.097 -0.2 -0.1 -0.1
H 1.315 0.785 0.289 0.0 -0.1 -0.1
H -0.311 3.056 -0.079 0.1 0.5 0.9
H 1.399 2.421 -3.087 0.6 -0.5 -0.4
H 3.551 0.945 -2.288 0.1 0.1 -0.1
H 3.258 1.645 -0.723 0.1 0.2 0.0
H 5.029 2.851 -1.818 0.0 0.1 0.1
H 3.708 3.988 -1.819 -0.3 -0.2 0.1
H 5.106 2.809 -3.934 -0.2 -0.2 -0.4
H 3.466 2.674 -4.198 0.1 -0.1 -0.1
H 2.401 -0.513 -1.223 -0.1 0.0 0.2
H 1.746 -0.719 -2.813 0.0 -0.1 0.0
H -1.205 2.795 -1.852 -0.2 0.1 0.0
H -2.957 2.939 -3.553 0.0 0.0 0.0
H -3.243 1.234 -5.255 0.0 0.0 -0.1
H 0.029 -0.756 -3.817 -0.2 -0.1 -0.2
C -4.195 -3.451 5.359 0.1 0.1 -0.2
O -2.975 -4.093 5.690 -0.2 0.0 0.1
C -2.571 -3.853 7.029 0.2 -0.1 -0.1
C -2.971 -4.980 7.963 -0.1 0.2 0.2
O -4.378 -5.121 8.065 0.0 0.0 -0.2
C -4.901 -6.129 7.217 -0.1 -0.1 0.1
H -4.600 -3.938 4.472 0.0 0.0 0.0
H -4.930 -3.517 6.163 0.0 0.0 0.0
H -4.012 -2.396 5.122 -0.1 0.0 0.0
H -2.974 -2.899 7.385 0.0 0.0 0.0
H -1.480 -3.772 7.025 0.0 0.0 0.0
H -2.599 -4.744 8.964 0.0 0.0 0.0
H -2.510 -5.921 7.644 0.0 0.0 0.0
H -4.765 -7.115 7.674 0.0 0.0 -0.1
H -4.434 -6.124 6.231 0.0 0.0 0.0
H -5.969 -5.949 7.099 0.0 0.0 0.1
C 3.483 8.558 -5.590 0.1 0.1 0.0
O 2.450 9.126 -4.804 0.0 -0.2 -0.1
C 1.154 8.894 -5.331 0.0 0.2 0.2
C 0.470 7.707 -4.678 -0.1 -0.1 -0.2
O 1.149 6.491 -4.929 0.2 0.2 0.0
C 2.017 6.103 -3.867 -0.1 -0.2 0.1
H 4.374 8.483 -4.967 0.0 0.0 0.0
H 3.225 7.561 -5.953 0.0 0.0 0.0
H 3.708 9.208 -6.443 0.0 -0.1 0.0
H 1.202 8.757 -6.417 0.0 -0.1 0.0
H 0.562 9.793 -5.134 0.0 0.0 0.0
H -0.533 7.611 -5.109 0.0 0.0 0.0
H 0.361 7.874 -3.602 0.0 0.0 0.0
H 1.450 5.623 -3.063 0.1 0.2 -0.2
H 2.571 6.951 -3.458 0.0 0.0 -0.1
H 2.733 5.381 -4.262 0.0 0.0 0.0
```
Positions in Å, forces in eV/Å.

The following is a DFT calculation (ωB97M-V/def2-TZVPD) of a structure of composition C30H54EuN7OP2 in a non-equilibrium geometry.

Calculated total energy: -3026.790894 Eh
Multiplicity: 8
Energy above the lowest of the compared OMol25 structures with the same formula, charge and spin: 0.000 eV
HOMO (alpha / beta): -8.41 / -8.43 eV
Gap between HOMO and LUMO (alpha / beta): 5.5 / 5.5 eV
Charge: +1
Max |F|: 5.0 eV/A

```
95
Properties=species:S:1:pos:R:3:forces:R:3
C -1.711 2.245 0.053 -0.5 0.5 0.1
C -1.552 0.840 -1.812 0.3 -1.5 0.1
C -2.414 3.198 -0.685 0.5 0.1 0.9
C -1.899 1.933 -2.642 -0.1 0.9 -0.2
C -2.408 3.085 -2.076 0.3 -0.7 -0.4
H -2.814 4.074 -0.171 0.2 -0.2 -0.3
H -1.787 1.821 -3.714 -0.3 0.0 0.0
H -2.780 3.897 -2.694 0.1 -0.1 0.0
N -1.307 1.071 -0.470 0.3 0.2 0.3
P 0.074 1.724 2.253 -0.3 0.6 -0.5
P -1.457 -1.955 -1.375 0.0 0.2 0.0
C -1.422 2.576 1.528 0.0 -0.2 -0.1
H -1.283 3.669 1.655 -0.2 -0.5 -0.1
H -2.308 2.299 2.127 0.4 0.0 -0.2
C -1.499 -0.481 -2.348 1.8 1.0 0.8
H -1.349 -0.556 -3.413 -0.3 0.1 -0.3
C 0.070 -3.174 -1.977 -1.2 0.2 -0.2
C -3.251 -2.510 -1.858 0.5 -0.9 0.2
C 1.469 2.990 1.853 -0.3 -0.2 0.5
C -0.352 1.678 4.091 0.4 0.1 -0.4
C 1.296 -3.159 -1.021 -0.2 0.0 0.0
H 1.051 -3.405 0.028 0.0 0.0 -0.5
H 2.002 -3.934 -1.376 -0.3 0.3 0.2
H 1.885 -2.216 -1.059 -0.2 -0.4 -0.2
C -0.440 -4.624 -2.046 0.2 -0.2 0.0
H -0.743 -4.991 -1.050 0.0 0.1 -0.4
H -1.280 -4.752 -2.745 0.3 0.1 0.4
H 0.377 -5.280 -2.407 -0.3 0.2 0.2
C 0.579 -2.693 -3.329 0.3 -0.1 -0.1
H 1.338 -3.402 -3.704 -0.2 0.1 0.0
H -0.202 -2.586 -4.092 0.1 -0.1 0.2
H 1.079 -1.726 -3.200 -0.3 -0.3 -0.1
C -3.678 -3.756 -1.058 -0.1 -0.2 -0.1
H -3.647 -3.556 0.024 0.1 -0.1 -0.3
H -4.724 -4.020 -1.294 0.4 0.1 0.0
H -3.061 -4.639 -1.274 -0.1 0.3 0.1
C -4.274 -1.391 -1.552 0.3 0.2 -0.1
H -4.130 -0.941 -0.559 -0.1 -0.1 -0.3
H -4.244 -0.597 -2.311 0.2 -0.2 0.3
H -5.287 -1.822 -1.586 0.3 0.0 0.1
C -3.190 -2.748 -3.365 -0.4 -0.3 -0.3
H -2.956 -1.817 -3.891 -0.1 -0.2 0.1
H -2.436 -3.496 -3.627 -0.2 0.1 -0.1
H -4.153 -3.106 -3.756 0.1 0.0 0.1
C 0.906 1.165 4.814 0.0 0.0 0.3
H 0.662 1.023 5.876 0.1 0.0 -0.2
H 1.232 0.194 4.406 -0.1 0.4 0.1
H 1.749 1.868 4.762 -0.3 -0.2 0.0
C -1.479 0.645 4.290 0.1 0.0 0.1
H -2.408 0.928 3.780 0.2 -0.1 0.1
H -1.182 -0.361 3.963 -0.1 0.2 0.0
H -1.698 0.595 5.368 0.0 0.0 -0.3
C -0.828 3.016 4.669 0.0 0.0 0.4
H -1.690 3.420 4.125 0.2 -0.1 0.1
H -1.148 2.830 5.704 0.0 0.1 -0.2
H -0.051 3.784 4.720 -0.2 -0.3 -0.1
C 1.276 3.586 0.443 -0.1 -0.1 0.0
H 0.416 4.270 0.391 0.2 -0.3 0.0
H 2.174 4.168 0.175 -0.2 -0.2 0.2
H 1.153 2.805 -0.321 -0.1 0.1 0.1
C 2.790 2.201 1.882 0.1 0.1 0.0
H 2.857 1.466 1.067 -0.1 0.2 0.2
H 3.621 2.908 1.754 0.0 -0.2 0.0
H 2.945 1.681 2.836 0.0 0.1 -0.2
C 1.541 4.149 2.859 0.3 0.3 -0.2
H 0.609 4.731 2.899 0.2 -0.2 0.0
H 1.821 3.823 3.870 -0.2 0.1 -0.3
H 2.331 4.842 2.525 -0.2 -0.2 0.1
Eu 0.587 -0.702 0.461 -1.2 0.5 -0.4
C -2.025 -1.233 1.339 -2.3 0.3 2.2
O -3.070 -1.313 1.826 2.5 0.0 -1.6
N 2.850 0.182 -0.998 2.3 2.2 -3.1
C 3.336 0.728 -1.943 -3.8 -2.7 1.9
C 3.168 1.226 -3.401 0.8 0.1 0.2
C 1.953 0.551 -4.035 -0.3 -0.2 0.5
C 2.822 2.702 -3.283 -0.2 0.6 0.4
C 4.396 0.910 -4.262 0.2 -0.2 -0.1
H 2.128 -0.525 -4.135 -0.2 0.3 0.0
H 1.065 0.782 -3.423 0.1 -0.5 -0.3
H 1.791 0.982 -5.033 0.2 -0.1 0.2
H 3.452 3.233 -2.557 0.0 0.0 -0.4
H 2.863 3.177 -4.271 0.1 -0.1 0.3
H 1.780 2.762 -2.933 0.3 0.2 0.0
H 4.540 1.645 -5.060 -0.2 0.0 0.2
H 5.308 0.898 -3.669 0.1 -0.1 -0.1
H 4.250 -0.065 -4.754 0.3 0.3 0.3
N 2.172 -2.925 5.198 0.2 0.6 0.2
N 1.135 -2.965 4.283 0.4 -1.0 -3.1
N 0.674 -4.205 3.954 0.0 2.0 -0.2
C 0.265 -4.013 2.708 0.1 0.0 0.3
N 0.497 -2.765 2.230 0.9 0.2 2.0
N 1.128 -2.108 3.216 -0.9 -1.8 0.8
H 2.288 -1.988 5.576 -0.3 -0.3 0.1
H 2.035 -3.655 5.888 -0.2 0.2 0.1
H -0.172 -4.820 2.145 -0.2 0.1 -0.1
```
Positions in Å, forces in eV/Å.

The following is a DFT calculation (ωB97M-V/def2-TZVPD) of a cluster of 12 separate species, C30H54F6O24S6 in total in a non-equilibrium geometry.

Calculated total energy: -5969.351928 Eh
HOMO: -8.57 eV
Gap between HOMO and LUMO: 8.5 eV
Max |F|: 8.0 eV/A

```
120
Properties=species:S:1:pos:R:3:forces:R:3
C 9.703 16.490 13.068 0.8 -0.2 0.3
C 10.072 15.133 12.376 -0.2 3.2 0.3
O 10.048 15.555 11.010 1.7 -2.9 0.8
C 9.652 16.783 10.842 -2.5 2.3 -2.2
O 9.366 17.208 9.737 0.9 -0.1 2.1
O 9.424 17.422 12.022 0.7 -0.6 -0.9
F 9.122 14.242 12.566 -1.5 -1.7 0.0
H 10.617 16.774 13.589 -0.3 0.5 0.2
H 8.817 16.511 13.702 0.2 -0.6 0.1
H 11.012 14.712 12.733 0.1 0.1 -0.8
C 13.841 15.830 16.050 1.1 0.1 -1.3
C 12.607 15.882 16.838 0.1 2.2 0.4
O 13.088 16.266 18.092 -1.2 0.7 0.5
C 14.350 15.884 18.231 1.8 -1.1 1.5
O 14.877 15.726 19.300 -0.2 0.5 -1.5
O 14.910 15.631 17.011 -1.0 0.4 -0.2
F 11.982 14.745 16.977 -1.4 -2.5 0.0
H 13.836 16.784 15.523 0.9 0.1 0.2
H 13.854 15.080 15.259 0.1 -0.3 0.3
H 11.915 16.647 16.486 -0.1 -0.1 0.0
C 18.889 14.064 12.566 1.5 0.7 0.3
C 18.979 14.561 13.990 1.9 0.3 -0.8
O 18.969 13.440 14.858 -0.3 0.9 -0.5
C 19.190 12.405 14.062 1.1 -5.0 1.0
O 19.383 11.241 14.413 -0.8 3.1 -0.6
O 19.265 12.744 12.783 -0.1 -1.3 -1.8
F 17.958 15.322 14.136 -3.6 2.5 1.7
H 19.654 14.586 11.991 0.0 -0.3 -0.3
H 17.937 14.240 12.066 -0.2 -0.5 0.3
H 19.862 15.170 14.182 0.3 -0.3 0.3
C 15.783 8.301 11.977 2.0 -0.5 -0.7
C 15.137 6.971 11.940 -1.6 0.7 -1.9
O 13.916 7.229 12.686 0.0 -1.7 -0.4
C 13.908 8.459 13.223 -0.4 -0.1 0.0
O 12.981 8.964 13.817 1.7 -0.7 -0.8
O 15.112 8.989 12.948 -1.0 2.9 1.6
F 15.881 5.956 12.344 0.4 -0.9 1.7
H 15.734 8.734 10.978 -0.3 0.5 0.1
H 16.837 8.209 12.242 0.0 0.1 0.2
H 14.931 6.740 10.895 -0.9 -0.2 0.1
C 10.652 9.953 17.814 1.6 -1.8 0.2
C 10.928 10.644 16.482 0.0 -0.4 1.1
O 11.979 11.510 16.874 -0.7 2.0 -2.5
C 12.438 11.220 18.108 4.0 5.8 -1.1
O 13.281 11.874 18.694 -1.3 -1.1 -1.0
O 11.921 10.160 18.403 -1.6 -6.0 5.0
F 9.797 11.286 16.168 -0.7 1.3 -0.6
H 10.662 8.864 17.843 -1.0 0.0 -0.6
H 9.924 10.363 18.515 -0.4 0.3 -0.7
H 11.227 10.049 15.619 0.1 -0.1 0.1
C 11.743 11.079 9.812 0.2 0.4 1.9
C 11.268 9.730 10.297 -0.7 1.8 2.5
O 12.441 8.945 10.349 -1.7 -1.4 0.7
C 13.186 9.380 9.402 4.5 2.8 -2.8
O 14.226 8.922 8.963 -1.8 -0.2 0.9
O 12.839 10.680 9.043 0.7 -1.3 -1.3
F 10.389 9.270 9.433 -1.1 -1.5 -1.3
H 12.133 11.689 10.626 -0.1 0.0 0.4
H 10.996 11.734 9.363 0.0 -0.7 -0.7
H 10.847 9.708 11.302 0.1 0.1 -0.1
C 13.425 17.169 11.004 -0.8 -1.4 -0.4
S 13.698 17.867 12.619 1.1 0.2 1.1
O 12.758 17.209 13.598 0.2 0.0 -0.6
C 15.390 17.145 12.954 -0.8 0.0 -0.4
H 13.028 17.868 10.268 0.3 0.2 0.2
H 12.645 16.428 11.181 -0.4 0.0 0.1
H 14.181 16.507 10.580 0.6 0.5 0.1
H 15.988 17.389 12.076 0.2 0.0 0.2
H 15.302 16.065 13.071 -0.2 -0.1 -0.2
H 15.830 17.516 13.880 -0.2 0.4 -0.2
C 17.133 10.963 7.904 0.3 0.3 1.0
S 18.353 11.838 9.033 -1.2 0.1 -0.7
O 17.522 12.918 9.701 0.6 -0.7 0.1
C 18.634 10.529 10.271 -0.5 -0.3 0.3
H 16.401 10.476 8.548 0.3 -0.6 0.0
H 17.698 10.330 7.220 -0.2 -0.2 0.2
H 16.496 11.659 7.358 0.6 0.5 -0.1
H 18.539 9.492 9.949 0.2 0.2 -0.7
H 17.845 10.637 11.015 0.1 0.4 0.2
H 19.611 10.654 10.737 -0.1 0.2 0.0
C 15.585 9.028 18.083 0.0 -0.4 0.0
S 16.818 10.241 17.525 2.2 -0.7 -1.7
O 18.217 9.609 17.431 -2.3 0.6 0.6
C 16.253 10.296 15.742 -0.4 0.6 0.9
H 16.063 8.308 18.747 0.3 0.1 -0.1
H 15.153 8.503 17.231 0.0 0.0 0.1
H 14.808 9.516 18.672 0.0 0.3 -0.2
H 15.273 10.772 15.784 -0.3 -0.2 -0.1
H 16.201 9.320 15.260 0.1 0.0 0.3
H 16.877 10.977 15.163 0.4 -0.2 0.3
C 13.173 14.135 8.728 -0.1 -1.5 -0.3
S 14.111 14.242 7.153 -2.3 3.1 0.3
O 13.394 15.435 6.433 1.8 -2.2 0.9
C 15.679 14.854 7.859 0.0 0.6 -1.2
H 13.864 13.871 9.528 -0.3 0.0 0.0
H 12.479 13.314 8.545 0.3 -0.4 0.2
H 12.447 14.887 9.034 0.8 0.9 -0.5
H 15.628 15.411 8.795 -0.2 -0.4 0.1
H 15.918 15.581 7.083 0.3 0.1 0.0
H 16.453 14.087 7.838 -0.2 0.0 0.4
C 15.151 12.353 12.274 -1.2 -0.7 0.4
S 13.686 13.359 12.852 1.4 2.2 0.2
O 12.792 13.678 11.682 0.1 -0.7 0.2
C 12.741 12.332 14.001 1.3 -0.6 -1.2
H 15.837 12.247 13.115 -0.2 -0.2 0.2
H 15.735 12.738 11.438 -0.5 0.8 -0.1
H 14.751 11.394 11.944 0.2 -0.3 0.2
H 13.377 12.000 14.822 0.1 0.0 -0.1
H 12.494 11.512 13.326 -0.8 -0.3 0.7
H 11.916 12.925 14.395 0.0 -0.1 -0.4
C 7.579 11.569 13.713 0.5 -0.3 -0.4
S 8.857 10.509 12.858 0.1 0.2 1.4
O 10.199 11.109 13.204 -0.7 -0.3 -0.4
C 8.745 8.962 13.865 -0.9 0.0 0.2
H 7.500 12.452 13.079 -0.1 -0.1 -0.1
H 7.902 11.905 14.699 0.3 -0.4 -0.1
H 6.621 11.055 13.782 0.1 -0.1 -0.2
H 8.428 9.128 14.894 0.4 0.5 0.1
H 9.672 8.389 13.838 0.1 0.4 -0.2
H 7.947 8.318 13.497 0.0 0.1 -0.5
```
Positions in Å, forces in eV/Å.